{
  "formula": "C5H10O2",
  "method": "ωB97M-V/def2-TZVPD",
  "elements": ["O", "C", "C", "C", "C", "O", "C", "H", "H", "H", "H", "H", "H", "H", "H", "H", "H"],
  "coordinates": [[2.068875, 0.410370, 0.838921], [1.666678, -0.634666, -0.034448], [0.324286, -1.164128, 0.357528], [-0.688429, 1.634312, 0.178348], [-1.816489, 0.737811, -0.153397], [-2.067898, 0.354765, -1.268155], [-0.557313, -1.642554, -0.507648], [2.998302, 0.596916, 0.663181], [1.651719, -0.323200, -1.089540], [2.358158, -1.484687, 0.053236], [0.189123, -1.293692, 1.426883], [-0.251951, 1.691553, 1.185576], [0.068844, 1.731197, -0.603058], [-1.503757, 2.367012, 0.037961], [-2.552708, 0.730404, 0.683380], [-0.441050, -1.532489, -1.582673], [-1.446395, -2.178921, -0.186098]],
  "atomic_forces_ev_per_a": [[0.15, 0.12, -0.08], [-0.11, -0.39, -0.21], [0.30, -0.59, 0.00], [-0.23, 0.27, -0.31], [-0.04, -0.19, -0.01], [-0.43, 0.05, 0.16], [0.22, -0.51, 0.11], [-0.14, 0.02, 0.09], [0.04, 0.07, 0.16], [0.12, 0.16, -0.05], [-0.11, 0.04, 0.03], [-0.57, -0.26, -0.35], [-0.28, -0.04, 0.12], [0.98, 1.68, 0.33], [-0.08, -0.63, -0.18], [0.08, 0.01, 0.18], [0.10, 0.21, 0.01]],
  "homo_lumo_gap_ev": 10.28,
  "de_lowest_ev": 3.3181,
  "smiles": "C=CCO.CC=O",
  "spin_multiplicity": 1,
  "total_energy_ev": -9439.72486
}